C13H19AuFN2O5PS2 | ωB97M-V/def2-TZVPD

Positions of all 44 atoms, in Å:
Au 1.033 -0.269 -0.250
C 5.173 1.602 0.757
C 3.768 1.258 0.337
S 3.330 -0.365 0.443
C 2.913 2.274 -0.114
C 3.395 3.698 -0.154
S 1.314 2.020 -0.596
H 5.675 0.732 1.171
H 5.169 2.393 1.509
H 5.754 1.960 -0.095
H 4.390 3.773 -0.591
H 3.448 4.103 0.860
H 2.712 4.320 -0.728
C -3.305 -1.431 -1.931
P -1.915 -0.306 -1.959
C -2.566 1.295 -2.463
C -0.806 -0.862 -3.253
O -1.213 -0.182 -0.622
H -3.820 -1.389 -2.892
H -3.981 -1.157 -1.123
H -2.925 -2.438 -1.758
H -3.075 1.229 -3.424
H -1.748 2.013 -2.531
H -3.270 1.640 -1.705
H -1.326 -0.953 -4.207
H -0.420 -1.835 -2.944
H 0.016 -0.152 -3.356
F 1.075 0.243 3.748
C -0.041 -0.172 3.135
C -0.136 -1.406 2.633
N -1.273 -1.860 2.004
C -1.220 -3.098 1.229
C -0.382 -2.913 -0.047
O -0.816 -3.311 -1.116
O 0.766 -2.358 0.165
C -2.383 -1.048 1.859
O -3.407 -1.395 1.306
N -2.252 0.206 2.422
C -1.141 0.776 3.036
O -1.145 1.918 3.432
H 0.690 -2.099 2.683
H -2.236 -3.380 0.977
H -0.769 -3.882 1.840
H -3.055 0.807 2.311

The value obtained for the relative energy (zero: lowest compared OMol25 entry of this formula, charge and spin) is 0.3 kcal/mol. The HOMO energy (spin up / spin down) comes out at -0.2776 / -0.3162 hartree. As for the expectation value of S²: 2.0158. The calculation puts the HOMO-LUMO gap (spin up / spin down) at 7.95 / 6.57 eV. As for the multiplicity: 3.

Löwdin atomic charge list, values in e, 5 entries:
1 Au 0.6563
2 C -0.1262
3 C -0.7684
4 S 0.7384
5 C -0.7634